C2H10N6S | ωB97M-V/def2-TZVPD

HOMO energy (spin up / spin down)   -16.35 / -16.46 eV
Gap between HOMO and LUMO (spin up / spin down)   8.2 / 8.1 eV
Energy above the lowest of the compared OMol25 structures with the same formula, charge and spin   108.2 kcal per mole

The geometry in ORCA input format:
```
! wB97M-V def2-TZVPD RIJCOSX def2/J DEFGRID3
* xyz 2 1
C 1.874 0.269 -0.169
C -0.541 -0.283 -0.081
N 1.485 1.098 0.867
N 0.399 1.256 1.253
N 0.792 -0.683 -0.571
N -1.328 0.528 -0.956
N 1.067 -2.020 -0.224
N -1.963 1.655 -0.182
S -1.634 -1.244 0.985
H 2.308 0.931 -1.057
H 2.725 -0.198 0.117
H -1.014 0.826 -1.822
H 2.029 -2.245 0.080
H 0.828 -2.654 -1.046
H 0.533 -2.395 0.650
H -2.074 2.509 -0.714
H -1.252 1.805 0.549
H -2.946 1.360 0.134
H -1.287 -0.514 2.188
*
```


C5H5NO | ωB97M-V/def2-TZVPD

SMILES   C#CC(=O)[C@H]1CN1
HOMO energy   -10.08 eV
Gap between HOMO and LUMO   10.1 eV
Energy above the lowest of the compared OMol25 structures with the same formula, charge and spin   71.2 kcal per mole

The geometry in ORCA input format:
```
! wB97M-V def2-TZVPD RIJCOSX def2/J DEFGRID3
* xyz 0 1
C -2.295 -1.606 0.944
C -1.162 -1.342 0.640
C 0.166 -0.890 0.238
O 1.194 -1.387 0.654
C 0.161 0.282 -0.688
C 0.778 1.523 -0.136
N 1.438 0.764 -1.179
H -3.301 -1.842 1.222
H -0.688 0.356 -1.363
H 1.171 1.477 0.878
H 0.367 2.483 -0.437
H 2.171 0.182 -0.775
*
```


H10O5 | ωB97M-V/def2-TZVPD

SMILES   O.O.O.O.O
HOMO energy   -10.72 eV
Gap between HOMO and LUMO   10.7 eV
Energy above the lowest of the compared OMol25 structures with the same formula, charge and spin   20.8 kcal per mole

The geometry in ORCA input format:
```
! wB97M-V def2-TZVPD RIJCOSX def2/J DEFGRID3
* xyz 0 1
O 0.085 2.588 -0.535
H 0.093 2.065 -1.342
H -0.315 3.424 -0.791
O 1.179 -3.389 -0.022
H 0.976 -2.588 0.475
H 1.940 -3.765 0.427
O -1.133 0.615 1.140
H -0.652 1.430 0.945
H -0.456 -0.074 1.131
O -2.675 0.021 -1.195
H -1.935 0.121 -1.797
H -2.329 0.287 -0.327
O 1.499 -0.540 0.715
H 1.722 0.213 1.272
H 2.000 -0.408 -0.095
*
```